(1)
Molecular formula: C4H4OS2
Method: DFT, ωB97M-V/def2-TZVPD

ORCA input file:
```
! wB97M-V def2-TZVPD RIJCOSX def2/J DEFGRID3
* xyz 0 1
C -1.30 0.53 0.98
C -0.32 0.63 -0.15
S 0.05 1.98 -0.97
C 0.27 -0.75 -0.53
O -0.42 -1.71 -0.73
C 1.73 -0.70 -0.90
S 2.72 -0.78 0.40
H -1.95 1.40 1.04
H -0.85 0.40 2.01
H -1.91 -0.33 0.80
H 1.97 -0.67 -1.95
*
```

ΔE to the lowest compared entry with this formula, charge and spin (kJ/mol): 135.05
SMILES string: CC(=S)C(=O)C=S
Electronic energy (eV): -27928.7632
HOMO-LUMO gap (eV): 8.0

(2)
Molecular formula: C4H4OS2
Method: DFT, ωB97M-V/def2-TZVPD

ORCA input file:
```
! wB97M-V def2-TZVPD RIJCOSX def2/J DEFGRID3
* xyz 0 1
S -2.19 1.69 1.28
C -1.03 0.83 0.72
S -0.65 -0.80 1.39
C 0.55 -1.32 0.07
C 0.18 -0.13 -0.97
O 0.57 1.15 -1.50
C 0.30 1.11 -0.19
H 1.57 -1.35 0.33
H 0.37 -2.34 -0.34
H -0.85 -0.38 -1.23
H 1.15 1.53 0.43
*
```

ΔE to the lowest compared entry with this formula, charge and spin (kJ/mol): 439.22
SMILES string: S=C1SC[C@@H]2O[C@@H]12
Electronic energy (eV): -27925.6108
HOMO-LUMO gap (eV): 8.4

(3)
Molecular formula: C4H4OSe
Method: DFT, ωB97M-V/def2-TZVPD

ORCA input file:
```
! wB97M-V def2-TZVPD RIJCOSX def2/J DEFGRID3
* xyz 0 1
C -0.13 -1.70 0.47
C 1.01 -1.39 -0.43
C -0.69 -0.52 0.80
C 0.88 -0.06 -0.63
O -0.13 0.50 0.08
Se -0.01 4.41 -0.31
H -0.40 -2.78 0.64
H 1.63 -1.95 -0.98
H -1.34 -0.22 1.69
H -0.82 3.70 -1.32
*
```

ΔE to the lowest compared entry with this formula, charge and spin (kJ/mol): 392.92
Electronic energy (eV): -71601.0465
HOMO-LUMO gap (spin up / spin down) (eV): 6.8 / 7.8

(4)
Molecular formula: C4H4P2
Method: DFT, ωB97M-V/def2-TZVPD

ORCA input file:
```
! wB97M-V def2-TZVPD RIJCOSX def2/J DEFGRID3
* xyz 0 1
C -0.46 1.34 -0.12
C 0.61 0.23 -0.05
C 0.17 -0.67 -1.24
C 0.10 -0.74 1.03
P -2.08 0.85 -0.06
P -1.28 -1.26 -0.05
H -0.28 2.41 0.14
H 1.59 0.57 -0.08
H 0.78 -1.46 -1.25
H 0.83 -1.27 1.68
*
```

ΔE to the lowest compared entry with this formula, charge and spin (kJ/mol): 259.43
Electronic energy (eV): -22784.3467
HOMO-LUMO gap (spin up / spin down) (eV): 8.1 / 7.8

(5)
Molecular formula: C4H4S
Method: DFT, ωB97M-V/def2-TZVPD

ORCA input file:
```
! wB97M-V def2-TZVPD RIJCOSX def2/J DEFGRID3
* xyz 0 1
C 0.49 -1.04 0.17
C 0.42 0.39 0.73
C -0.88 0.69 0.05
C 0.06 -0.06 -0.87
S 1.56 1.05 -0.90
H -0.32 -1.48 0.76
H 1.46 -1.67 0.04
H -0.92 1.71 -0.36
H -1.88 0.40 0.39
*
```

ΔE to the lowest compared entry with this formula, charge and spin (kJ/mol): 424.61
SMILES string: C1[C@]23C[C@]12S3
Electronic energy (eV): -15043.2784
HOMO-LUMO gap (eV): 9.1

(6)
Molecular formula: C4H4S
Method: DFT, ωB97M-V/def2-TZVPD

ORCA input file:
```
! wB97M-V def2-TZVPD RIJCOSX def2/J DEFGRID3
* xyz 0 1
C 0.05 1.08 -0.84
C 0.11 -0.25 -0.55
C 0.11 1.41 0.52
C 0.13 -0.03 0.95
S 0.44 3.26 1.44
H -0.01 1.66 -1.74
H 0.19 -1.15 -1.13
H -0.75 -0.36 1.49
H 1.03 -0.35 1.48
*
```

ΔE to the lowest compared entry with this formula, charge and spin (kJ/mol): 399.33
Electronic energy (eV): -15043.5405
HOMO-LUMO gap (spin up / spin down) (eV): 6.9 / 6.7

(7)
Molecular formula: C4H4S2
Method: DFT, ωB97M-V/def2-TZVPD

ORCA input file:
```
! wB97M-V def2-TZVPD RIJCOSX def2/J DEFGRID3
* xyz 0 1
C 2.60 1.56 -0.24
C 2.25 0.43 0.00
C 1.62 -0.83 0.43
S -0.02 -1.16 -0.32
C -0.91 0.20 0.31
S -2.46 0.60 0.00
H 2.91 2.56 -0.46
H 1.52 -0.86 1.51
H 2.22 -1.70 0.10
H -0.32 0.86 0.95
*
```

ΔE to the lowest compared entry with this formula, charge and spin (kJ/mol): 201.80
SMILES string: C#CCSC=S
Electronic energy (eV): -25880.6303
HOMO-LUMO gap (eV): 8.5

(8)
Molecular formula: C4H4S2
Method: DFT, ωB97M-V/def2-TZVPD

ORCA input file:
```
! wB97M-V def2-TZVPD RIJCOSX def2/J DEFGRID3
* xyz 0 1
C -0.11 0.49 -1.43
C 1.10 -0.01 -1.20
S 1.44 -0.96 0.31
C 0.04 -0.57 1.50
C -1.06 -0.02 1.11
S -1.57 0.24 -0.57
H -0.60 1.10 -2.28
H 2.00 0.16 -1.78
H 0.42 -0.79 2.44
H -1.64 0.36 1.91
*
```

ΔE to the lowest compared entry with this formula, charge and spin (kJ/mol): 148.11
SMILES string: C1=CSC=CS1
Electronic energy (eV): -25881.1868
HOMO-LUMO gap (eV): 8.5

Copy entry 3 word for word.
Molecular formula: C4H4OSe
Method: DFT, ωB97M-V/def2-TZVPD

ORCA input file:
```
! wB97M-V def2-TZVPD RIJCOSX def2/J DEFGRID3
* xyz 0 1
C -0.13 -1.70 0.47
C 1.01 -1.39 -0.43
C -0.69 -0.52 0.80
C 0.88 -0.06 -0.63
O -0.13 0.50 0.08
Se -0.01 4.41 -0.31
H -0.40 -2.78 0.64
H 1.63 -1.95 -0.98
H -1.34 -0.22 1.69
H -0.82 3.70 -1.32
*
```

ΔE to the lowest compared entry with this formula, charge and spin (kJ/mol): 392.92
Electronic energy (eV): -71601.0465
HOMO-LUMO gap (spin up / spin down) (eV): 6.8 / 7.8